(1)
Entry from OMol25: a single C5H7N3 molecule in a non-equilibrium geometry (ωB97M-V/def2-TZVPD).

## Properties
energy relative to the best compared isomer or geometry (same formula, charge and spin): 114.4 kcal/mol
SMILES string: CC1=NC=C/C1=N/N
energy: -9764.4271 eV

```
15
Properties=species:S:1:pos:R:3:mulliken_charge:R:1
C 1.0084 -1.3151 0.2157 -1.420
C 0.2698 -0.1719 0.5560 0.482
N -0.1919 0.0380 1.7316 -0.640
C -1.0399 1.2821 1.7617 -0.252
C -1.2337 1.7215 0.5387 -0.657
C -0.3022 0.7834 -0.2620 0.856
N -0.3406 0.6905 -1.5818 -0.513
N 0.0364 -0.4572 -2.0564 -0.049
H 1.2792 -1.8091 1.1273 0.422
H 2.0636 -0.9540 -0.0360 0.374
H 0.6262 -2.3326 -0.3693 0.389
H -1.0684 1.7417 2.8179 0.312
H -1.5422 2.6073 0.0910 0.432
H -0.0215 -0.6389 -2.9908 0.151
H 0.4567 -1.1859 -1.5436 0.114
```



(2)
Entry from OMol25: a single C4H9NO molecule in a non-equilibrium geometry (ωB97M-V/def2-TZVPD).

## Properties
energy relative to the best compared isomer or geometry (same formula, charge and spin): 66.7 kcal/mol
SMILES string: CC[C@H](N)C=O
energy: -7829.4266 eV

```
15
Properties=species:S:1:pos:R:3:mulliken_charge:R:1
C 1.2545 0.4239 1.3091 -1.110
C 0.6709 -0.4984 0.3744 -0.114
C -0.2709 0.3212 -0.5866 0.047
N -1.6726 0.4573 -0.0255 -0.710
C -0.5889 -0.5488 -1.8582 -0.463
O -0.2505 -1.6264 -2.1232 -0.431
H 0.7243 0.5005 2.3208 0.237
H 2.3008 0.3070 1.5397 0.349
H 1.2233 1.5230 0.9401 0.265
H 1.5624 -0.8634 -0.1942 0.215
H -0.1297 -1.3093 0.7714 0.256
H 0.2429 1.2572 -0.9196 0.432
H -2.0136 -0.4245 -0.2323 0.261
H -1.5562 0.6832 0.9256 0.258
H -1.4968 -0.2025 -2.2416 0.508
```



(3)
Entry from OMol25: 3 unconnected molecules or ions with the total composition C15H38BN2O7PS in a non-equilibrium geometry (ωB97M-V/def2-TZVPD).

## Properties
energy relative to the best compared isomer or geometry (same formula, charge and spin): 43.6 kcal/mol
SMILES string: OP(O)(=S)BC[C@@H]1CO1.COCCNCCOC.COCCNCCOC
energy: -54279.6325 eV

```
65
Properties=species:S:1:pos:R:3:mulliken_charge:R:1
O 4.7429 -0.3199 3.8901 -0.538
P 4.5743 -1.7895 3.0563 0.527
O 6.1007 -2.5471 3.2358 -0.507
S 4.2450 -1.6249 1.1600 -0.313
B 3.3258 -2.8624 4.0291 0.260
C 1.8802 -3.3459 3.5411 -0.768
C 1.2088 -2.1200 2.6048 0.504
C 1.3546 -0.6203 3.2630 -0.713
O 0.0236 -1.4502 3.1819 -0.440
H 3.9716 0.2561 3.7558 0.350
H 6.7647 -1.8517 3.4202 0.302
H 3.6586 -3.1983 5.1269 -0.055
H 1.8588 -4.2742 2.9092 0.308
H 1.1928 -3.3668 4.4344 0.250
H 1.3069 -2.2068 1.4474 0.243
H 1.2558 0.2319 2.5333 0.274
H 1.3885 -0.5233 4.3788 0.323
C -5.0284 -1.4261 -2.4932 -0.665
O -5.6981 -0.9996 -1.3184 -0.333
C -5.7836 -2.0064 -0.3104 -0.799
C -4.8712 -1.6781 0.8697 -0.168
N -3.4618 -1.8174 0.5097 -0.199
C -2.5338 -1.2414 1.4865 -0.574
C -2.6345 0.2624 1.7771 -0.611
O -2.2421 1.0979 0.6926 -0.380
C -3.2434 1.3048 -0.2914 -0.600
H -5.1962 -0.6744 -3.2658 0.236
H -3.9501 -1.5025 -2.3277 0.261
H -5.4183 -2.3840 -2.8483 0.333
H -5.5769 -3.0037 -0.7082 0.401
H -6.8180 -2.0012 0.0458 0.398
H -5.0989 -2.3545 1.6998 0.387
H -5.1053 -0.6564 1.1868 0.161
H -3.3025 -1.3667 -0.3824 0.050
H -1.5271 -1.4371 1.1099 0.207
H -2.6294 -1.7918 2.4285 0.387
H -1.9274 0.4800 2.5824 0.392
H -3.6186 0.5572 2.1582 0.316
H -4.2483 1.3309 0.1351 0.319
H -3.1743 0.5392 -1.0667 0.097
H -3.0476 2.2669 -0.7704 0.360
C 3.1238 4.2804 -3.6931 -0.717
O 3.1770 3.9048 -2.3270 -0.332
C 1.9622 4.1479 -1.6185 -0.849
C 1.2535 2.8377 -1.2808 -0.061
N 0.7095 2.2007 -2.4786 -0.341
C 0.2814 0.8158 -2.2763 -0.163
C 1.3343 -0.2088 -1.8281 -0.221
O 2.3197 -0.5048 -2.8087 -0.482
C 3.3821 0.4326 -2.8839 -0.534
H 4.1405 4.2535 -4.0875 0.234
H 2.5200 3.5769 -4.2731 0.299
H 2.7302 5.2936 -3.8124 0.339
H 1.3012 4.8301 -2.1600 0.406
H 2.2429 4.6357 -0.6804 0.390
H 0.4376 3.0400 -0.5793 0.348
H 1.9836 2.1931 -0.7799 0.106
H 1.4115 2.2120 -3.2075 0.109
H -0.1246 0.4746 -3.2330 0.398
H -0.5489 0.8072 -1.5600 -0.129
H 0.8086 -1.1521 -1.6504 0.366
H 1.8035 0.0536 -0.8730 0.118
H 3.6324 0.8586 -1.9100 0.242
H 3.1389 1.2217 -3.5983 0.175
H 4.2616 -0.0893 -3.2672 0.316
```



Look up the energy relative to the best compared isomer or geometry (same formula, charge and spin) of the second one. 66.7 kcal/mol



What is the formula in the third record? C15H38BN2O7PS



Which of these has the lowest energy relative to the best compared isomer or geometry (same formula, charge and spin)? C15H38BN2O7PS